Below is the molecule C3H4Cl2O at a distorted geometry, with properties calculated with the ωB97M-V functional and the def2-TZVPD basis.

Output
* spin multiplicity: 1
* energy relative to the best compared isomer or geometry (same formula, charge and spin): 2.082 eV
* HOMO: -10.0 eV
* lowest unoccupied orbital energy: 0.4 eV
* SMILES: OC/C(Cl)=C\Cl

Structure (XYZ):
```
10
Properties=species:S:1:pos:R:3:mulliken_charge:R:1
O -1.320 1.987 -0.454 -0.503
C -0.636 1.286 0.516 -0.365
C -0.244 -0.163 0.292 0.459
Cl -1.764 -1.210 -0.067 -0.247
C 0.919 -0.772 0.125 -0.426
Cl 2.497 -0.008 -0.120 -0.157
H -2.132 1.275 -0.875 0.357
H -1.297 1.353 1.461 0.233
H 0.233 1.941 0.793 0.317
H 1.077 -1.855 -0.160 0.331
```